(1)
{
  "formula": "C7H25AgN7O6",
  "method": "the ωB97M-V functional and the def2-TZVPD basis",
  "relative_energy_ev": 8.7739,
  "charge": -1,
  "spin_multiplicity": 1,
  "lumo_ha": 0.037,
  "orbital_gap_ev": 4.53,
  "homo_ev": -3.5,
  "total_energy_ev": -34375.094,
  "species": ["Ag", "O", "H", "O", "H", "C", "O", "N", "N", "H", "H", "H", "H", "C", "O", "N", "N", "H", "H", "H", "H", "C", "O", "N", "N", "H", "H", "H", "H", "C", "C", "C", "O", "C", "N", "H", "H", "H", "H", "H", "H", "H", "H", "H", "H", "H"],
  "xyz": [[-0.13731, 5.88108, 4.66991], [-0.86699, 3.60179, 2.10215], [-0.81218, 3.08913, 1.27227], [-2.19517, 3.95753, 6.47379], [-1.65706, 3.17360, 6.24924], [3.94636, 1.50338, 2.42196], [4.08534, 2.00263, 3.49490], [4.87731, 0.81634, 1.83157], [2.95523, 1.80626, 1.64640], [5.75367, 0.58593, 2.27767], [4.53173, 0.23146, 1.08417], [2.11707, 2.12350, 2.11219], [2.84337, 1.26002, 0.80426], [-1.66232, 3.41269, -3.73985], [-0.70237, 3.04339, -4.37244], [-2.86426, 3.11543, -3.96900], [-1.55200, 4.10728, -2.62520], [-3.61604, 3.56234, -3.46383], [-3.04353, 2.48861, -4.74040], [-0.62331, 4.33924, -2.30295], [-2.34526, 4.39921, -2.07237], [-2.89931, -0.57026, 3.95532], [-3.76785, 0.09185, 3.37773], [-3.05253, -1.79826, 4.39746], [-1.77374, -0.00956, 4.29800], [-3.92859, -2.27691, 4.24416], [-2.33127, -2.23768, 4.95135], [-1.25586, -0.63654, 4.89699], [-1.49429, 0.87758, 3.90430], [0.76462, -2.91586, -0.77439], [1.19541, -2.61286, -2.11065], [0.05486, -2.77032, -3.19371], [-0.46342, -4.05949, -3.14669], [0.27738, -4.88946, -3.95059], [1.60935, -1.18984, -1.98211], [0.60989, -3.99160, -0.85774], [-0.05483, -2.40035, -0.27354], [1.50745, -2.76496, 0.00889], [2.08841, -3.12657, -2.46668], [0.49779, -2.44442, -4.13483], [-0.68995, -2.04276, -2.87119], [1.34870, -4.92470, -3.75276], [0.18390, -4.35879, -4.89809], [-0.10223, -5.90262, -4.08286], [0.76918, -0.66473, -1.78597], [1.87474, -0.88182, -2.90666]]
}

***

(2)
{
  "formula": "C7H25BeN12O9",
  "method": "the ωB97M-V functional and the def2-TZVPD basis",
  "relative_energy_ev": 1.2118,
  "charge": 1,
  "spin_multiplicity": 1,
  "lumo_ha": -0.085,
  "orbital_gap_ev": 7.83,
  "homo_ev": -10.1,
  "total_energy_ev": -44374.986,
  "species": ["Be", "O", "C", "O", "O", "H", "C", "O", "N", "N", "H", "H", "H", "H", "C", "O", "N", "N", "H", "H", "H", "H", "C", "O", "N", "N", "H", "H", "H", "H", "C", "O", "N", "N", "H", "H", "H", "H", "C", "O", "N", "N", "H", "H", "H", "H", "C", "O", "N", "N", "H", "H", "H", "H"],
  "xyz": [[0.35769, -0.34418, 0.34878], [2.38791, -3.56338, 2.50558], [1.75020, -2.58063, 1.86686], [2.33197, -1.64765, 1.25462], [0.50155, -2.56279, 1.81314], [3.29791, -3.27952, 2.66202], [0.36862, -3.43917, -1.44769], [0.42477, -2.25508, -1.11694], [-0.06637, -4.44157, -0.65697], [0.49120, -3.80158, -2.76900], [-0.20968, -5.33539, -1.07301], [-0.36723, -3.99312, 0.20757], [0.79513, -4.72136, -3.04277], [0.75424, -3.12347, -3.46473], [-0.41706, 0.66108, -2.78782], [-0.92100, -0.06061, -1.91757], [0.93488, 0.69724, -2.94387], [-1.12074, 1.44536, -3.61277], [1.30350, 1.49792, -3.43350], [1.66933, 0.11688, -2.58756], [-2.09948, 1.56138, -3.41002], [-0.79653, 1.96929, -4.40397], [-2.84693, -1.50324, 0.24117], [-1.79630, -1.05308, 0.72719], [-2.89680, -1.75964, -1.08232], [-3.99275, -1.85820, 0.89500], [-2.19763, -1.34913, -1.68688], [-3.66634, -2.26658, -1.47719], [-4.03922, -1.62870, 1.87213], [-4.71404, -2.33692, 0.39922], [3.38575, 1.70395, -0.36549], [2.27678, 1.21699, -0.14560], [4.30154, 1.05261, -1.15102], [3.83881, 2.77319, 0.30947], [3.89922, 0.17968, -1.45036], [5.20363, 1.35015, -1.46491], [3.18684, 3.20932, 0.93501], [4.70647, 3.23992, 0.12251], [-1.25441, 0.57380, 3.33116], [-0.26749, 0.51948, 2.58974], [-2.07052, -0.50576, 3.47229], [-1.72992, 1.76077, 3.78674], [-1.86655, -1.19594, 2.75848], [-2.55410, -0.70723, 4.32710], [-2.54179, 1.83344, 4.36893], [-1.10586, 2.53718, 3.65596], [-0.40679, 3.43967, 0.29808], [-0.56735, 2.21696, 0.18383], [-1.14081, 4.33519, -0.35870], [0.58302, 3.92468, 1.09792], [-0.92720, 5.30715, -0.22581], [-2.03215, 4.05661, -0.72724], [1.02169, 3.24105, 1.69004], [0.84042, 4.89298, 1.08317]]
}

***

(3)
{
  "formula": "C7H25Br6N3O3",
  "method": "the ωB97M-V functional and the def2-TZVPD basis",
  "relative_energy_ev": 1.0870,
  "charge": 2,
  "spin_multiplicity": 1,
  "lumo_ha": -0.244,
  "orbital_gap_ev": 7.66,
  "homo_ev": -14.3,
  "total_energy_ev": -438517.938,
  "species": ["N", "H", "H", "H", "H", "N", "H", "H", "H", "H", "N", "H", "H", "H", "H", "O", "C", "O", "O", "H", "Br", "C", "C", "Br", "H", "H", "H", "H", "Br", "C", "C", "Br", "H", "H", "H", "H", "Br", "C", "C", "Br", "H", "H", "H", "H"],
  "xyz": [[1.40626, -1.93558, -1.97728], [1.60416, -1.41847, -2.82199], [2.31386, -2.08783, -1.56112], [0.89221, -2.76178, -2.24791], [0.84839, -1.30841, -1.41555], [3.11991, 2.01454, -1.17006], [4.10645, 1.92066, -0.97503], [2.87442, 2.97062, -1.38401], [2.56506, 1.63570, -0.41593], [3.05820, 1.52711, -2.05250], [3.72400, 0.40129, 2.63916], [4.20509, -0.48605, 2.67462], [2.92408, 0.47981, 2.02756], [4.43374, 0.99279, 2.23112], [3.45843, 0.80035, 3.52817], [-0.23319, 0.67757, 1.57029], [0.56043, 0.31182, 0.56478], [0.03868, -0.09670, -0.49104], [1.75603, 0.52792, 0.62555], [-1.11049, 0.53990, 1.20562], [-5.05463, -0.68022, -0.66715], [-3.21277, -1.10516, -1.19482], [-3.04580, -2.64317, -1.26364], [-1.50690, -3.11784, -2.49197], [-2.65594, -0.64409, -0.37908], [-2.98350, -0.54758, -2.10292], [-3.89095, -3.12531, -1.75493], [-2.81865, -3.05736, -0.28132], [-1.32657, 5.23255, -4.16295], [-1.56318, 3.58012, -3.03585], [-0.21090, 2.88349, -2.90162], [0.89751, 4.11975, -1.76256], [-2.25384, 2.88875, -3.51866], [-1.99627, 3.87267, -2.07932], [0.24821, 2.86030, -3.88994], [-0.30489, 1.89317, -2.45604], [-1.14186, -0.51470, 5.74325], [-1.53534, -2.22918, 4.93917], [-1.21435, -2.08719, 3.38159], [-1.54232, -3.83216, 2.49252], [-2.52138, -2.55289, 5.27238], [-0.85317, -2.87916, 5.48714], [-0.22629, -1.74541, 3.07338], [-1.83192, -1.27464, 2.99889]]
}

***

(4)
{
  "formula": "C7H26O6",
  "method": "the ωB97M-V functional and the def2-TZVPD basis",
  "relative_energy_ev": 0.0000,
  "spin_multiplicity": 1,
  "lumo_ha": -0.002,
  "smiles": "C/C=C(\\C)CCC.O.O.O.O.O.O",
  "orbital_gap_ev": 8.83,
  "homo_ev": -8.9,
  "total_energy_ev": -19964.653,
  "species": ["C", "C", "C", "C", "C", "C", "C", "H", "H", "H", "H", "H", "H", "H", "H", "H", "H", "H", "H", "H", "H", "H", "H", "O", "H", "H", "O", "H", "H", "O", "H", "H", "O", "H", "H", "O", "H", "H", "O"],
  "xyz": [[2.30558, 1.24160, -0.17613], [1.91926, 0.12783, 0.81178], [1.05042, -0.96480, 0.16419], [-0.35189, -0.98739, 0.66630], [-0.94419, -1.85552, 1.50115], [-2.25069, -1.74314, 2.25340], [-1.12079, 0.26450, 0.26449], [1.42744, 1.64307, -0.70106], [2.84347, 0.91342, -1.07153], [3.02516, 1.81086, 0.36251], [1.31500, 0.66324, 1.54150], [2.87135, -0.39851, 1.14013], [1.63491, -1.91019, 0.25579], [1.00122, -0.71682, -0.94693], [-0.26587, -2.65801, 1.74224], [-2.80194, -0.86507, 2.06233], [-2.04848, -1.83391, 3.31818], [-2.79323, -2.68072, 2.17857], [-1.55353, 0.06178, -0.73125], [-0.56883, 1.21424, 0.06101], [-1.94260, 0.53026, 0.90688], [0.14893, 2.60875, -2.37346], [-0.73886, 3.80573, -2.10067], [-0.30342, 3.07228, -1.65274], [1.14795, -3.83082, -2.07204], [1.61709, -3.07849, -3.22156], [1.95769, -3.37155, -2.36622], [-0.66867, 3.40496, 0.95610], [-1.97747, 3.03093, 1.62336], [-1.08198, 3.32075, 1.82637], [-0.74358, 2.74845, 3.63748], [-0.58106, 1.29648, 3.25773], [-0.66386, 1.86715, 4.02640], [-1.01815, -3.01205, -1.02128], [-1.28443, -3.99511, -2.18617], [-0.71685, -3.83927, -1.42495], [0.45279, 0.61349, -4.15893], [1.29369, 1.92638, -4.24739], [0.40843, 1.57522, -4.10560]]
}

***

(5)
{
  "formula": "C7H26O7",
  "method": "the ωB97M-V functional and the def2-TZVPD basis",
  "relative_energy_ev": 2.9895,
  "spin_multiplicity": 1,
  "lumo_ha": 0.006,
  "smiles": "C=C(/C=C/C)CC.O.O.O.O.O.O.O",
  "orbital_gap_ev": 9.20,
  "homo_ev": -9.0,
  "total_energy_ev": -22010.696,
  "species": ["C", "C", "C", "C", "C", "C", "C", "H", "H", "H", "H", "H", "H", "H", "H", "H", "H", "H", "H", "H", "H", "O", "H", "H", "O", "H", "H", "O", "H", "H", "O", "H", "H", "O", "H", "H", "O", "H", "H", "O"],
  "xyz": [[-0.55171, 3.93809, -0.03299], [-1.32786, 2.70243, -0.59050], [-0.37208, 2.00269, -1.61540], [-0.36427, 2.40358, -2.86779], [1.83309, -1.15828, -1.34300], [0.98536, 0.00395, -1.85041], [0.54284, 0.96328, -1.05187], [-0.55336, 4.73742, -0.78585], [0.49638, 3.70925, 0.28665], [-0.98777, 4.06595, 0.96096], [-1.37303, 1.84122, 0.17832], [-2.38071, 2.82023, -0.75068], [-1.14686, 3.06652, -3.19382], [0.33043, 2.17041, -3.70556], [2.28305, -1.64919, -2.19313], [2.66149, -0.80394, -0.71983], [1.38315, -1.97738, -0.75172], [1.01425, -0.03434, -2.90235], [0.73436, 1.03132, 0.01989], [-2.50338, -2.43838, 1.12674], [-3.14088, -2.80019, -0.14766], [-3.29623, -2.94084, 0.80868], [1.48950, 0.92862, 4.06105], [0.88826, 0.31783, 2.82964], [0.62703, 0.72235, 3.68148], [-1.14736, -3.35577, -0.97151], [-1.07731, -1.96275, -1.78867], [-0.88053, -2.43364, -0.98095], [0.84934, -1.11494, 0.90266], [-0.59178, -1.31586, 1.53030], [0.27632, -0.88295, 1.63946], [-2.24709, -0.22250, -2.14312], [-3.61930, -0.77348, -2.53763], [-2.91942, -0.85810, -1.87139], [0.79132, -1.50501, 3.68364], [0.99641, -2.59144, 2.56574], [1.08079, -2.39468, 3.49217], [3.82179, -2.10863, 2.72176], [4.00674, -0.78274, 1.90695], [3.38904, -1.32012, 2.39976]]
}